This record from OMol25 describes 4 unconnected molecules or ions with the total composition C26H57NO5S at a distorted geometry. The level of theory is the ωB97M-V functional and the def2-TZVPD basis.

Positions of all 90 atoms, in Å:
C -0.00107 1.81668 -0.45747
C -0.38296 1.06018 -1.85357
C -1.23116 2.11644 -2.69862
C 1.00988 0.62827 -2.50489
C 0.96194 0.20783 -4.03681
C 0.18039 -1.10726 -4.50307
C -0.40024 -2.00965 -3.33313
O -0.06507 -3.22645 -3.32782
O 0.58101 1.17625 -5.05381
S 1.83580 2.21906 -5.50645
O 1.98745 3.39351 -4.59521
O 1.57726 2.47837 -6.96303
O 3.05575 1.12574 -5.15472
C 2.52610 -0.06921 -4.43622
N 3.51039 -0.21924 -3.34348
H -0.09933 2.94513 -0.67348
H 1.09270 1.65605 -0.16416
H -0.74031 1.59857 0.37693
H -1.03582 0.17460 -1.51490
H -2.18418 2.39272 -2.11998
H -0.59671 3.05307 -2.87566
H -1.59217 1.70060 -3.70985
H 1.76060 1.46681 -2.34226
H 1.38620 -0.27109 -1.89150
H -0.71163 -0.76743 -5.14962
H 0.79406 -1.79258 -5.18728
H -1.12961 -1.69180 -2.52211
H 2.72707 -0.88214 -5.21384
H 3.78611 0.69392 -2.94879
H 4.34165 -0.65061 -3.78608
C 2.12458 4.52943 5.98659
C 2.07319 3.04769 5.64073
C 1.84037 2.77946 4.15308
C 0.51001 3.29375 3.59483
C -0.74267 2.75962 4.29120
C -0.90058 1.24971 4.17273
H 1.17555 5.02685 5.77312
H 2.33410 4.66040 7.05132
H 2.91387 5.03460 5.42333
H 1.30412 2.55497 6.24367
H 3.02662 2.59074 5.92782
H 1.91789 1.70201 3.97338
H 2.65426 3.23639 3.57827
H 0.46069 3.03657 2.53018
H 0.49601 4.38784 3.63911
H -1.61852 3.23671 3.83873
H -0.74706 3.04875 5.34655
H -0.93675 0.94164 3.12421
H -1.83058 0.93060 4.65065
H -0.07951 0.71890 4.66091
C 3.90056 -4.16392 7.36510
C 4.36203 -3.50031 6.07492
C 4.15796 -1.98453 6.06550
C 2.70276 -1.51912 6.17291
C 1.76445 -2.04953 5.08743
C 2.14916 -1.59853 3.68537
H 2.82623 -4.04031 7.52067
H 4.10834 -5.23651 7.33194
H 4.42512 -3.74572 8.22846
H 3.85412 -3.96043 5.22178
H 5.42994 -3.70468 5.94197
H 4.60458 -1.57470 5.15337
H 4.72194 -1.54514 6.89637
H 2.68874 -0.42290 6.14924
H 2.30188 -1.80212 7.15191
H 0.75192 -1.69085 5.30165
H 1.71642 -3.14215 5.12256
H 2.16622 -0.50764 3.61725
H 1.42225 -1.97096 2.95857
H 3.13128 -1.97829 3.39416
C -6.28670 -2.75772 -7.18121
C -6.55707 -1.69293 -6.12714
C -5.57000 -0.52562 -6.17662
C -4.10801 -0.89280 -5.90637
C -3.84279 -1.57644 -4.56393
C -4.18773 -0.70408 -3.36412
H -5.31158 -3.22922 -7.03786
H -7.04474 -3.54316 -7.12589
H -6.31873 -2.32887 -8.18641
H -6.55941 -2.15070 -5.13310
H -7.56622 -1.29714 -6.28417
H -5.89159 0.23819 -5.46072
H -5.62903 -0.05223 -7.16329
H -3.50651 0.02235 -5.96356
H -3.74180 -1.54185 -6.70881
H -2.77924 -1.83276 -4.51228
H -4.38931 -2.52206 -4.50090
H -3.62309 0.23237 -3.38650
H -3.93922 -1.22569 -2.43542
H -5.25283 -0.46426 -3.33236

## Properties
**HOMO energy**: -0.3792 Eh
**Total charge**: 0
**Electronic energy**: -50446.86637 eV
**Lowest unoccupied orbital energy**: 0.407 eV
**Frontier orbital gap**: 10.73 eV
**SMILES**: CC(C)C[C@@]1(CC=O)OS(=O)(=O)O[C@H]1N.CCCCCC.CCCCCC.CCCCCC

This record from OMol25 describes a molecular structure, C32H80F6NO39P7S4V at a distorted geometry. The level of theory is the ωB97M-V functional and the def2-TZVPD basis.

Positions of all 170 atoms, in Å:
V -2.67480 1.22379 0.30382
O 0.64824 -1.01681 -0.26940
C -0.44483 -0.28984 -0.16668
O -0.50658 0.73000 0.54206
O -1.49376 -0.38851 -0.80943
H 1.12228 -0.67638 0.49283
C -1.48624 4.53479 2.77363
F -0.26426 4.01159 2.63505
F -2.09146 3.97772 3.86308
F -1.35304 5.86679 2.99470
S -2.57745 4.34979 1.11330
O -3.33897 5.59875 0.87859
O -1.64192 4.05137 0.02177
N -3.46104 2.91620 1.35391
S -4.86985 3.46711 1.82345
O -4.92780 4.56948 2.82117
O -5.69846 3.59463 0.62634
C -5.46226 1.92574 2.73445
F -6.76671 2.17445 3.16202
F -5.20197 0.78621 2.06025
F -4.61021 1.74966 3.73500
C -6.71904 1.84170 -2.78003
O -6.37113 0.44224 -2.50888
P -5.84780 0.06287 -1.04413
O -4.54628 0.64631 -0.64984
O -7.04394 0.66354 -0.03675
C -8.37028 0.09444 0.11828
O -5.97629 -1.56158 -0.91761
C -5.11362 -2.39972 -1.64556
H -7.80569 1.78151 -2.71948
H -6.42505 2.20255 -3.76566
H -6.30051 2.48346 -2.00474
H -9.06422 0.82669 -0.29449
H -8.61210 -0.12433 1.15836
H -8.55704 -0.83601 -0.41790
H -4.83337 -3.17291 -0.93020
H -4.21132 -1.89332 -1.98835
H -5.59331 -2.79381 -2.54148
C -3.46349 -0.86816 5.00721
O -3.93237 -1.67092 3.88624
P -3.00264 -1.71177 2.50167
O -3.00692 -0.43439 1.71589
O -1.57152 -2.30562 3.02627
C -0.79271 -3.17386 2.17036
O -3.75594 -2.96779 1.61190
C -3.73695 -4.25607 2.13961
H -4.26452 -0.61610 5.70215
H -3.09503 0.04358 4.53703
H -2.69159 -1.42994 5.53319
H 0.20989 -2.76202 2.05507
H -1.12101 -3.25063 1.13382
H -0.76318 -4.11882 2.71284
H -3.40800 -4.23553 3.17858
H -3.04891 -4.88052 1.56971
H -4.68620 -4.79183 2.13631
C -4.05587 4.75423 -2.59331
O -3.91129 3.54976 -3.27736
P -2.53561 2.69397 -3.04804
O -2.45019 2.14898 -1.66418
O -2.52527 1.52053 -4.20130
C -2.98908 0.18900 -4.04331
O -1.29787 3.61942 -3.52932
C -1.28400 4.32268 -4.76714
H -3.10612 5.28887 -2.57824
H -4.49223 4.58194 -1.60944
H -4.77660 5.31578 -3.18772
H -2.83834 -0.17630 -3.02746
H -2.39049 -0.45153 -4.69099
H -4.04171 0.07230 -4.30107
H -0.54835 3.97310 -5.49151
H -0.93702 5.31210 -4.46922
H -2.25642 4.54851 -5.20476
C -4.29422 -5.56248 -2.89837
O -2.94329 -6.12678 -2.65913
P -2.35979 -6.12458 -1.20107
O -1.01764 -6.68878 -0.93130
O -2.36595 -4.51070 -0.86208
C -1.41880 -3.64731 -1.54498
O -3.62188 -6.81139 -0.42356
C -4.04192 -8.13930 -0.80210
H -4.17374 -4.89482 -3.75149
H -4.79997 -5.15091 -2.02491
H -4.84154 -6.40649 -3.31813
H -0.68584 -4.22742 -2.10562
H -0.90212 -3.01554 -0.82248
H -1.97820 -2.90915 -2.11969
H -3.64288 -8.31496 -1.80111
H -5.08764 -8.43328 -0.71178
H -3.48825 -8.71646 -0.06154
C 2.48956 -0.41137 2.96870
O 2.63384 -1.64280 2.24675
P 4.02641 -2.52346 2.22422
O 5.24727 -1.71788 1.85473
O 3.71417 -3.66077 1.13178
C 3.72556 -3.48615 -0.28863
O 4.08274 -3.41588 3.62589
C 2.86304 -4.08392 4.17128
H 1.98364 0.38100 2.41707
H 3.31211 -0.03523 3.57700
H 1.73577 -0.53957 3.74553
H 4.47506 -4.21237 -0.60319
H 4.13808 -2.50892 -0.53953
H 2.72260 -3.72138 -0.64477
H 2.98593 -5.16611 4.12812
H 1.98629 -3.80985 3.58454
H 2.75507 -3.87801 5.23620
C 8.27792 3.58218 -1.52359
O 9.00482 3.37706 -0.37750
P 9.10903 1.88617 0.40506
O 9.53949 0.79251 -0.54427
O 7.64485 1.61309 1.07350
C 6.85902 0.45759 0.61501
O 10.08608 2.10876 1.69830
C 9.73679 2.89004 2.84183
H 7.78680 2.73268 -1.99817
H 8.98383 3.87656 -2.30021
H 7.51350 4.34793 -1.39172
H 5.84781 0.64724 0.97500
H 7.26870 -0.47195 1.01028
H 6.75109 0.40392 -0.46830
H 8.66756 3.10121 2.82583
H 10.40076 3.75391 2.87296
H 10.00291 2.22680 3.66487
C 0.86773 -1.23072 -3.83630
O 1.32536 -1.76529 -5.05235
P 2.93846 -2.03543 -5.24408
O 3.68552 -0.75359 -5.12682
O 3.22507 -3.18679 -4.14430
C 4.43655 -3.70023 -3.94030
O 3.07545 -2.83989 -6.69755
C 4.33888 -3.08740 -7.28742
H 0.10990 -1.80053 -3.29862
H 0.52892 -0.25986 -4.19784
H 1.60033 -1.12050 -3.03677
H 4.34561 -4.78366 -4.01801
H 4.78912 -3.57546 -2.91648
H 5.27261 -3.38554 -4.56485
H 4.23012 -2.81657 -8.33762
H 4.53813 -4.15282 -7.17224
H 5.28286 -2.64694 -6.96649
C 1.05820 4.70976 7.19331
C 0.31336 4.21600 5.94585
C 0.67873 2.80393 5.42054
S 2.22904 2.32759 6.34169
O 3.19405 2.00539 5.29863
O 1.90891 1.43530 7.46967
C 2.47973 4.04969 7.05900
H 0.47752 4.26536 8.00165
H 1.15522 5.79180 7.28212
H 0.30928 4.90342 5.09996
H -0.73892 4.34237 6.20049
H 0.94927 3.00883 4.38471
H -0.03480 1.98487 5.51060
H 3.05597 4.52287 6.26391
H 3.10672 4.02600 7.95029
C 2.11355 3.04610 -2.95132
C 1.46477 2.83971 -1.55931
C 2.56712 2.53324 -0.46132
S 3.88615 1.70964 -1.42906
O 3.87903 0.35495 -0.97848
O 5.09900 2.49250 -1.26601
C 3.17957 1.98343 -3.15370
H 2.56189 4.03585 -3.03776
H 1.30523 3.16104 -3.67347
H 0.76406 2.00505 -1.58034
H 0.74049 3.61808 -1.31916
H 2.30074 1.72946 0.22502
H 2.97765 3.38262 0.08469
H 2.86645 0.99283 -3.48352
H 3.92659 2.39772 -3.83079

## Properties
**HOMO energy (spin up / spin down)**: -0.2899 / -0.3465 Eh
**Total charge**: 0
**Electronic energy**: -266190.54749 eV
**Spin multiplicity**: 4
**Lowest unoccupied orbital energy (spin up / spin down)**: 0.090 / 0.090 eV
**Expectation value of S²**: 3.7534
**Frontier orbital gap (spin up / spin down)**: 7.98 / 9.52 eV

This record from OMol25 describes C4H5NO in the gas phase. The level of theory is the ωB97M-V functional and the def2-TZVPD basis.

Positions of all 11 atoms, in Å:
C -1.91327 0.65911 0.71532
C -1.07868 0.11096 0.04554
C -0.14353 -0.55562 -0.88616
N 1.03522 -1.05910 -0.18497
C 1.40052 -0.23818 0.87776
O 1.57918 0.95051 0.78748
H -2.70733 1.14133 1.23737
H 0.14209 0.16693 -1.65144
H -0.65518 -1.39635 -1.36740
H 0.96310 -2.03452 0.07522
H 1.44844 -0.78345 1.83389

## Properties
**HOMO energy**: -0.3709 Eh
**Total charge**: 0
**Electronic energy**: -7764.28099 eV
**Relative energy (zero: lowest compared OMol25 entry of this formula, charge and spin)**: 51.78 kcal per mole
**Lowest unoccupied orbital energy**: 0.828 eV
**Frontier orbital gap**: 10.92 eV
**SMILES**: C#CCNC=O

This record from OMol25 describes C6H7ClO in the gas phase at a distorted geometry. The level of theory is the ωB97M-V functional and the def2-TZVPD basis.

Positions of all 15 atoms, in Å:
C -2.72684 -0.58046 -0.76999
C -1.70958 -0.79738 -0.13946
C -0.49067 -0.78085 0.73879
C 0.76965 -0.15083 0.13353
C 1.88947 -0.85968 0.13948
Cl 3.44534 -0.17984 -0.28278
C 0.66614 1.27665 -0.37798
O -0.18211 1.95662 0.46080
H -3.51655 -0.30101 -1.45226
H -0.26397 -1.82378 0.92029
H -0.72462 -0.29314 1.64890
H 1.95752 -1.91261 0.40224
H 0.24853 1.16945 -1.37446
H 1.68108 1.75578 -0.46804
H -1.04342 1.52108 0.42097

## Properties
**HOMO energy**: -0.3513 Eh
**Total charge**: 0
**Electronic energy**: -20902.47182 eV
**Relative energy (zero: lowest compared OMol25 entry of this formula, charge and spin)**: 70.60 kcal per mole
**Lowest unoccupied orbital energy**: 0.757 eV
**Frontier orbital gap**: 10.32 eV
**SMILES**: C#CC/C(=C/Cl)CO

electronic energy of number 2 (C32H80F6NO39P7S4V)? -266190.54749 eV

Look up the total charge of the third one. 0